(1)
Molecular formula: C3H14NO4
Method: DFT, the ωB97M-V functional and the def2-TZVPD basis

The geometry in XYZ format:
```
22
Properties=species:S:1:pos:R:3
C 0.164 -1.222 -0.502
N 0.632 0.206 -0.606
C -0.467 1.140 -0.124
O -1.145 0.809 1.001
C 1.418 -2.117 -0.618
H -0.539 -1.365 -1.319
H -0.320 -1.434 0.435
H 1.473 0.256 -0.047
H -0.053 2.156 0.084
H -1.057 1.242 -1.063
H 2.002 -1.967 -1.523
H 2.054 -1.909 0.234
H 1.030 -3.135 -0.558
H 0.667 1.664 -3.321
H 0.872 0.456 -2.305
O 1.152 0.860 -3.192
H -0.219 -0.039 2.374
H 1.357 -0.235 2.640
O 0.463 -0.583 2.838
H -3.461 2.335 1.453
H -2.664 1.114 1.905
O -3.362 1.767 2.212
```

Calculated values
**Net charge**: -1
**E_HOMO**: -4.00 eV
**Calculated total energy**: -13019.0747 eV
**Gap between HOMO and LUMO**: 7.8 eV
**Energy relative to the best compared isomer or geometry (same formula, charge and spin)**: 81.3 kJ/mol



(2)
Molecular formula: C32H45BO25P
Method: DFT, the ωB97M-V functional and the def2-TZVPD basis

The geometry in XYZ format:
```
104
Properties=species:S:1:pos:R:3
O -3.307 3.067 0.172
P -3.171 1.678 -0.616
B -1.722 0.578 0.043
C -0.524 1.460 0.798
C 0.972 1.079 0.251
C 2.049 0.639 1.404
C 1.736 0.339 2.984
C 2.935 -0.111 4.017
C 4.504 -0.324 3.534
C 4.853 -0.035 1.923
C 3.634 0.429 0.913
H -2.944 1.885 -2.023
H -4.463 1.005 -0.425
H -1.295 -0.159 -0.788
H -2.192 -0.133 0.883
H -0.733 2.595 0.506
H -0.668 1.394 1.957
H 0.860 0.174 -0.516
H 1.415 1.978 -0.398
H 0.648 0.433 3.404
H 2.677 -0.297 5.154
H 5.342 -0.671 4.277
H 5.948 -0.161 1.511
H 3.911 0.621 -0.231
C 1.168 4.591 -1.669
C 0.956 5.757 -2.578
O 1.878 5.525 -3.626
C 2.130 4.184 -3.643
O 2.749 3.611 -4.524
O 1.599 3.568 -2.547
H 0.253 4.296 -1.149
H 1.954 4.775 -0.928
H -0.056 5.782 -2.996
H 1.160 6.712 -2.085
C -4.791 -3.655 -1.908
C -3.805 -2.806 -2.642
O -3.738 -1.632 -1.856
C -4.126 -1.976 -0.593
O -4.026 -1.249 0.381
O -4.640 -3.241 -0.563
H -4.580 -4.723 -2.011
H -5.823 -3.465 -2.222
H -2.810 -3.262 -2.683
H -4.132 -2.574 -3.659
C 2.404 7.883 -5.764
C 3.461 8.118 -6.794
O 2.732 8.607 -7.903
C 1.574 9.139 -7.414
O 0.787 9.798 -8.072
O 1.412 8.837 -6.092
H 2.772 8.040 -4.746
H 1.968 6.881 -5.834
H 4.185 8.879 -6.483
H 3.999 7.202 -7.055
C -5.242 -9.109 -3.375
C -5.434 -8.438 -2.054
O -5.492 -7.065 -2.391
C -5.881 -6.993 -3.698
O -6.196 -5.962 -4.267
O -5.874 -8.227 -4.283
H -5.704 -10.099 -3.411
H -4.185 -9.200 -3.648
H -6.376 -8.724 -1.573
H -4.609 -8.634 -1.363
C -1.905 -4.165 2.219
C -1.508 -5.596 2.379
O -2.111 -6.228 1.266
C -2.294 -5.265 0.315
O -2.635 -5.489 -0.834
O -2.046 -4.021 0.819
H -1.147 -3.477 2.605
H -2.865 -3.941 2.696
H -0.424 -5.739 2.322
H -1.874 -6.028 3.315
C 5.077 1.668 7.744
C 3.746 2.180 7.299
O 2.880 1.087 7.539
C 3.466 0.321 8.505
O 2.918 -0.607 9.075
O 4.745 0.731 8.751
H 5.715 2.460 8.147
H 5.616 1.151 6.943
H 3.408 3.037 7.892
H 3.739 2.456 6.241
C -0.042 5.266 3.894
C -0.255 6.432 2.984
O 0.668 6.201 1.937
C 0.920 4.859 1.919
O 1.538 4.286 1.038
O 0.388 4.243 3.015
H -0.958 4.971 4.413
H 0.743 5.450 4.634
H -1.267 6.457 2.566
H -0.050 7.387 3.477
C 0.828 -6.667 -1.545
C 1.815 -5.818 -2.279
O 1.882 -4.643 -1.493
C 1.494 -4.988 -0.230
O 1.594 -4.261 0.744
O 0.980 -6.252 -0.200
H 1.040 -7.735 -1.648
H -0.203 -6.476 -1.859
H 2.809 -6.273 -2.321
H 1.488 -5.585 -3.297
```

Calculated values
**Net charge**: -1
**E_HOMO**: -4.37 eV
**Calculated total energy**: -95058.6774 eV
**Gap between HOMO and LUMO**: 6.0 eV